(1)
The following is a quantum chemistry calculation of a cluster of 2 separate species, C3H8S in total at a distorted geometry, from the OMol25 dataset.

Total charge: 0
Lowest unoccupied orbital energy: 0.909 eV
F_max: 1.459 eV/A
HOMO level: -9.271 eV
Energy above the lowest of the compared OMol25 structures with the same formula, charge and spin: 27.7 kcal per mole
Kohn-Sham gap: 10.18 eV
SMILES: C=CC.S

```
12
Properties=species:S:1:pos:R:3:forces:R:3
C -0.4810 0.2468 1.0933 -1.375 -0.304 -0.382
H -2.0128 1.2595 0.1246 -0.047 0.203 -0.292
S 2.4617 -1.0176 -1.5789 -0.148 0.665 -0.195
H -0.7661 -1.7084 0.3837 0.304 -0.023 -0.102
H 2.7982 0.2913 -1.5055 0.110 -0.394 0.115
H -0.4525 1.9261 -0.2824 0.129 -0.056 0.011
H -0.5030 0.8642 1.9881 1.008 0.040 0.013
H 1.3606 -0.6507 -2.2601 0.053 -0.276 0.067
C -0.4660 -1.0799 1.2156 0.949 0.331 -0.511
H -1.0186 0.4480 -1.0752 0.221 -0.329 0.177
H 0.0622 -1.5651 2.0268 -0.660 -0.034 0.408
C -0.9827 0.9858 -0.1299 -0.544 0.177 0.693
```
Forces are in eV/Å.

---

(2)
The following is a quantum chemistry calculation of a cluster of 2 separate species, C3H8S in total at a distorted geometry, from the OMol25 dataset.

Total charge: +1
Lowest unoccupied orbital energy (alpha / beta): -4.585 / -9.658 eV
F_max: 1.798 eV/A
HOMO level (alpha / beta): -13.119 / -13.113 eV
Energy above the lowest of the compared OMol25 structures with the same formula, charge and spin: 49.3 kcal per mole
Kohn-Sham gap (alpha / beta): 8.53 / 3.46 eV
2S+1: 2
Expectation value of S²: 0.75

```
12
Properties=species:S:1:pos:R:3:forces:R:3
S -3.2587 -1.1859 1.3337 0.905 -0.386 -0.521
C 2.1349 -0.0482 -0.8981 0.529 -0.061 0.059
H -0.8424 -1.0679 1.0251 -0.168 -0.505 0.135
H 1.4002 -0.3917 -1.6111 -0.313 -0.030 0.119
C 2.0892 1.1431 -0.3278 0.313 1.435 -1.037
H -1.7098 0.3560 0.4943 0.099 -0.036 -0.065
H -3.7357 0.0619 1.3573 -0.366 0.255 0.085
H 1.3680 1.8990 -0.6226 -0.643 -0.384 0.136
H 2.9278 1.6743 0.1168 0.095 -0.846 0.580
C -1.7287 -0.7335 0.4842 0.018 1.213 0.263
H 3.0083 -0.6774 -0.7864 -0.062 -0.139 0.146
H -1.6532 -1.0297 -0.5655 -0.405 -0.517 0.098
```
Forces are in eV/Å.

---

(3)
The following is a quantum chemistry calculation of a cluster of 2 separate species, C3H8S2 in total at a distorted geometry, from the OMol25 dataset.

Total charge: 0
Lowest unoccupied orbital energy: 0.464 eV
F_max: 3.613 eV/A
HOMO level: -9.038 eV
Energy above the lowest of the compared OMol25 structures with the same formula, charge and spin: 59.3 kcal per mole
Kohn-Sham gap: 9.50 eV
SMILES: C=CC.SS

```
13
Properties=species:S:1:pos:R:3:forces:R:3
S -1.0136 0.6851 3.1734 -1.195 -1.538 -1.301
C 1.5320 -0.9022 -1.8403 1.432 -2.775 0.878
C -0.7030 -0.3621 -0.7116 1.062 -1.880 -2.898
H -0.5453 -0.7910 0.2347 1.116 0.894 1.624
H -0.3789 3.3797 3.0327 -0.286 -0.483 -0.644
H 1.8280 -1.9595 -2.2942 -0.592 1.951 1.008
H 2.0943 -0.2210 -2.4677 -0.577 0.480 -0.505
S -0.3589 2.3701 3.9255 0.528 1.574 1.784
H -0.4866 -1.1404 -2.7080 0.213 1.375 0.211
H -1.6980 -0.1980 -0.9590 -1.991 0.169 -0.046
H 2.1101 -0.7867 -0.8470 -1.392 -0.372 -1.152
C 0.0219 -0.7584 -1.7979 0.735 0.161 0.863
H -2.4020 0.6843 3.2594 0.947 0.443 0.178
```
Forces are in eV/Å.

---

(4)
The following is a quantum chemistry calculation of a cluster of 2 separate species, C3H8S2 in total at a distorted geometry, from the OMol25 dataset.

Total charge: 0
Lowest unoccupied orbital energy: 0.178 eV
F_max: 3.563 eV/A
HOMO level: -9.188 eV
Energy above the lowest of the compared OMol25 structures with the same formula, charge and spin: 51.4 kcal per mole
Kohn-Sham gap: 9.37 eV
SMILES: C=C.CSS

```
13
Properties=species:S:1:pos:R:3:forces:R:3
H -0.3256 2.6062 0.6664 -0.450 0.440 0.143
H 0.6030 1.6799 1.6110 1.166 -0.935 0.817
H 2.6981 -1.1033 -1.1734 -2.303 -1.109 -0.813
H -0.4052 2.9397 2.4219 0.051 0.327 0.557
H 2.1485 -1.9521 -2.7063 0.311 -0.785 -1.052
S -1.6850 0.9260 1.7269 -0.595 0.902 -0.735
H 0.5907 -3.5441 -1.5915 0.454 2.542 1.189
H -3.3870 1.1921 -0.4826 0.465 -0.640 -0.752
S -3.3705 1.8258 0.6631 1.114 0.218 1.882
C 0.9946 -2.5703 -1.0274 0.270 -1.564 -3.190
C 1.9294 -1.8456 -1.6828 0.877 0.961 3.020
H 0.5256 -2.3410 -0.0993 0.382 -0.031 0.852
C -0.3166 2.1868 1.6739 -1.742 -0.326 -1.918
```
Forces are in eV/Å.

---

(5)
The following is a quantum chemistry calculation of a cluster of 2 separate species, C3H8S2 in total at a distorted geometry, from the OMol25 dataset.

Total charge: 0
Lowest unoccupied orbital energy: 0.357 eV
F_max: 3.973 eV/A
HOMO level: -9.592 eV
Energy above the lowest of the compared OMol25 structures with the same formula, charge and spin: 45.2 kcal per mole
Kohn-Sham gap: 9.95 eV
SMILES: C=CC.SS

```
13
Properties=species:S:1:pos:R:3:forces:R:3
H -4.2694 1.5727 -2.2646 1.617 -0.529 -0.356
S 1.5460 0.0661 3.1975 1.102 0.738 0.420
H 2.5441 0.9767 3.5516 -0.970 -0.761 -0.205
H 1.4313 0.5342 0.6824 0.565 -0.494 0.115
C -2.6004 0.5767 -3.3804 0.817 1.835 2.008
H -2.2770 -1.6588 -3.1386 -0.689 0.648 1.090
H -0.9571 -0.6782 -3.5797 0.692 0.008 -0.570
H -2.4329 -0.9689 -4.6416 1.263 0.141 0.339
S 2.2709 -0.3442 1.3172 -0.701 0.516 -0.332
H -4.0109 -0.2392 -2.1276 0.497 0.895 -0.165
C -3.5642 0.7207 -2.5014 -3.406 -0.194 0.723
H -1.9435 1.3862 -3.7333 -0.952 0.026 -0.283
C -2.0280 -0.7100 -3.6155 0.165 -2.831 -2.783
```
Forces are in eV/Å.

---

(6)
The following is a quantum chemistry calculation of a structure of composition C3H9AgFNO2PS at a distorted geometry, from the OMol25 dataset.

Total charge: +1
Lowest unoccupied orbital energy: -6.824 eV
F_max: 6.974 eV/A
HOMO level: -12.508 eV
Kohn-Sham gap: 5.68 eV

```
19
Properties=species:S:1:pos:R:3:forces:R:3
H 2.2907 -0.3680 -0.8011 -0.457 0.401 -0.013
C 1.8300 0.6320 -0.6931 0.728 0.487 0.839
H 1.9091 0.8608 1.5578 -1.365 -0.133 -0.104
H -0.8439 -2.4847 -0.1160 0.361 0.538 0.217
O -3.7685 1.0516 -0.4845 2.369 -2.929 0.783
N -1.7339 0.4599 0.9484 0.142 -1.892 -2.111
H 0.9063 -2.2889 0.0153 -0.414 0.471 -0.042
H -2.3622 0.2780 1.7324 0.033 0.041 -0.154
H 2.6670 1.3656 -0.7641 -0.518 -0.300 -0.330
C 1.1478 0.8493 0.7062 -0.873 -0.135 -2.124
F -3.0038 -1.2992 -0.7112 1.209 1.511 0.533
H 0.6750 1.8504 0.6794 0.337 -0.424 0.395
H -0.0364 -1.3696 -1.2425 0.122 -0.151 0.503
O -1.6475 0.7080 -1.6132 -0.750 -2.766 2.619
S -2.5356 0.2370 -0.5260 -2.590 5.908 -2.651
H 1.1097 0.8291 -1.5041 0.337 -0.178 0.393
P -0.2115 -0.4225 1.1081 0.914 -0.613 1.624
Ag 3.6383 0.8474 1.9081 0.769 0.012 0.094
C -0.0305 -1.7363 -0.1998 -0.353 0.153 -0.470
```
Forces are in eV/Å.